Density functional theory data (the ωB97M-V functional and the def2-TZVPD basis) for C25H26FN3PdSi as an isolated structure in a non-equilibrium geometry.

Computed properties:
Spin multiplicity = 5
Kohn-Sham gap (spin up / spin down) = 8.53 / 6.71 eV
Charge = +2
Energy above the lowest of the compared OMol25 structures with the same formula, charge and spin = 18.90 kcal/mol
HOMO level (spin up / spin down) = -14.6 / -15.1 eV

Positions of all 57 atoms, in Å:
1 Pd -0.834 -0.118 0.387
2 C 2.752 1.368 -1.610
3 Si 1.734 -0.209 -1.671
4 C 2.532 -1.789 -2.376
5 C 0.144 0.033 -2.590
6 N 1.210 -0.462 0.063
7 C 1.960 -0.724 1.154
8 C 3.392 -1.001 1.105
9 C 4.167 -1.040 2.244
10 C 3.543 -0.919 3.492
11 C 2.153 -0.663 3.566
12 C 1.412 -0.542 2.434
13 F 0.088 -0.201 2.512
14 H 3.233 1.514 -2.557
15 H 3.521 1.337 -0.902
16 H 2.117 2.246 -1.378
17 H 2.925 -1.490 -3.374
18 H 1.792 -2.478 -2.615
19 H 3.358 -2.316 -1.924
20 H 0.411 0.040 -3.624
21 H -0.490 0.934 -2.372
22 H -0.419 -0.911 -2.535
23 H 3.733 -1.183 0.094
24 H 5.228 -1.281 2.194
25 H 4.146 -0.911 4.375
26 H 1.593 -0.410 4.483
27 C -5.203 0.099 -0.924
28 C -5.311 1.437 -1.253
29 C -4.249 2.327 -0.979
30 C -3.057 1.845 -0.432
31 N -2.945 0.533 -0.100
32 C -3.974 -0.298 -0.391
33 C -1.909 2.705 -0.064
34 C -1.963 4.039 -0.209
35 C -0.844 4.789 0.166
36 C 0.322 4.171 0.601
37 C 0.293 2.749 0.635
38 N -0.812 2.090 0.343
39 H -5.993 -0.592 -1.226
40 H -6.210 1.926 -1.624
41 H -4.409 3.393 -1.118
42 H -3.930 -1.339 -0.088
43 H -2.825 4.618 -0.524
44 H -0.772 5.866 0.059
45 H 1.228 4.673 0.899
46 H 1.182 2.210 0.823
47 C 0.691 -3.707 0.351
48 C -0.236 -3.368 -0.661
49 C -1.515 -2.823 -0.346
50 C -1.644 -2.522 0.980
51 C -0.831 -2.946 2.054
52 C 0.297 -3.594 1.671
53 H 1.654 -4.174 0.107
54 H -0.026 -3.550 -1.729
55 H -2.282 -2.549 -1.116
56 H -1.071 -2.836 3.055
57 H 0.940 -3.995 2.465